[1]
The following is a DFT calculation (ωB97M-V/def2-TZVPD) of a molecular structure, C27H20AsN9O3SSr.

For the LUMO energy, the calculation gives 3.983 eV. The calculation puts the molar mass at 713.1 g/mol. As for the frontier orbital gap: 6.229 eV. Its energy above the lowest of the compared OMol25 structures with the same formula, charge and spin is 0.000 eV. Its charge is -2. The calculation puts the HOMO energy at -2.25 eV. For the maximum force, the calculation gives 0.5 eV/Å.

```
62
Properties=species:S:1:pos:R:3:mulliken_charge:R:1
Sr -1.126 2.045 -0.325 1.84
O 2.568 2.547 -2.371 -0.77
C 2.060 2.549 -1.244 0.31
O 0.913 2.999 -0.946 -1.00
C 2.943 2.024 -0.093 -0.06
C 4.315 2.099 -0.351 -0.42
C 5.278 1.738 0.575 -0.64
C 4.863 1.275 1.819 -0.51
C 3.514 1.166 2.088 -0.65
C 2.517 1.521 1.158 0.95
S 0.872 1.175 1.688 -0.32
H 4.595 2.459 -1.332 0.41
H 6.332 1.825 0.335 0.37
H 5.587 0.984 2.573 0.37
H 3.182 0.778 3.044 0.40
N -3.888 4.671 -1.346 -0.18
C -4.160 3.387 -1.786 0.24
N -5.194 3.106 -2.572 -0.54
N -5.087 1.782 -2.796 -0.75
N -4.065 1.305 -2.167 -0.33
N -3.433 2.310 -1.509 0.31
C -3.279 4.958 -0.127 0.35
N -3.543 6.078 0.530 -0.53
N -2.781 5.986 1.641 -0.58
N -2.128 4.875 1.646 -0.46
N -2.407 4.185 0.511 0.17
H -4.619 5.326 -1.570 0.31
O 0.144 -0.016 -1.400 -0.75
As 0.117 -1.216 -0.265 1.58
C -1.477 -0.997 0.810 0.37
C -2.601 -0.820 0.001 -0.93
C -3.794 -0.372 0.556 -0.30
C -3.868 -0.144 1.922 -0.53
C -2.758 -0.354 2.731 -0.70
C -1.553 -0.761 2.179 -0.18
C 1.777 -1.693 0.548 0.87
C 2.916 -1.332 -0.162 -0.77
C 4.163 -1.709 0.318 -0.72
C 4.265 -2.446 1.488 -0.43
C 3.121 -2.799 2.194 -0.77
C 1.871 -2.423 1.726 -0.32
C -0.339 -2.824 -1.262 -0.15
C -0.525 -2.704 -2.633 -0.17
C -0.862 -3.822 -3.386 -0.60
C -1.011 -5.057 -2.771 -0.38
C -0.823 -5.178 -1.399 -0.61
C -0.487 -4.062 -0.647 -0.24
H -2.539 -0.973 -1.071 0.30
H -4.627 -0.160 -0.101 0.45
H -4.785 0.235 2.355 0.37
H -2.813 -0.143 3.791 0.37
H -0.662 -0.819 2.790 0.33
H 2.825 -0.729 -1.058 0.32
H 5.053 -1.396 -0.212 0.37
H 5.241 -2.726 1.867 0.38
H 3.203 -3.356 3.119 0.38
H 0.982 -2.677 2.290 0.32
H -0.409 -1.727 -3.087 0.47
H -1.014 -3.726 -4.454 0.37
H -1.278 -5.927 -3.359 0.35
H -0.941 -6.141 -0.917 0.37
H -0.342 -4.160 0.424 0.30
```

***

[2]
The following is a DFT calculation (ωB97M-V/def2-TZVPD) of 2 unconnected molecules or ions with the total composition C13H26BCl3NO7P in a non-equilibrium geometry.

For the LUMO energy, the calculation gives -1.701 eV. The calculation puts the molar mass at 456.5 g/mol. As for the frontier orbital gap: 2.734 eV. The calculation puts the HOMO energy at -4.43 eV. For the maximum force, the calculation gives 2.0 eV/Å.

```
52
Properties=species:S:1:pos:R:3:mulliken_charge:R:1
C -2.060 -0.092 -3.843 -1.23
C -0.695 0.501 -3.985 0.80
Cl -0.497 1.536 -5.341 -0.19
C 0.316 0.292 -3.123 -0.04
Cl 1.843 1.111 -3.344 -0.17
C 0.148 -0.579 -1.905 -0.31
O -0.533 0.222 -0.938 -0.16
C -0.004 0.156 0.373 -0.15
P -1.050 1.300 1.412 0.97
O -0.262 2.428 1.896 -0.73
O -1.729 0.455 2.564 -0.52
O -2.241 1.782 0.526 -0.36
C 1.432 0.631 0.339 0.14
C 2.171 0.783 1.676 -1.70
C 1.793 -0.192 2.777 -0.58
C 2.211 -1.628 2.491 -0.20
Cl 2.027 -2.594 3.983 -0.16
N 2.246 -0.267 -0.589 0.31
C 1.422 -1.236 -1.383 -0.99
C 2.270 -1.925 -2.462 -1.25
B 3.093 -3.213 -1.997 0.45
O 2.919 -3.842 -0.780 -0.50
O 4.005 -3.731 -2.888 -0.54
H -2.776 0.632 -4.212 0.45
H -2.297 -0.221 -2.796 0.27
H -2.139 -1.034 -4.373 0.29
H -0.512 -1.399 -2.175 0.61
H -0.132 -0.858 0.767 0.28
H -1.382 -0.435 2.667 0.36
H -2.915 1.078 0.442 0.26
H 1.406 1.607 -0.133 0.14
H 2.043 1.795 2.034 0.52
H 3.239 0.657 1.473 0.61
H 2.318 0.117 3.675 0.61
H 0.743 -0.176 3.038 0.23
H 1.554 -2.114 1.774 -0.01
H 3.259 -1.693 2.210 0.27
H 2.765 0.330 -1.241 0.57
H 2.940 -0.772 -0.044 0.62
H 1.129 -2.021 -0.693 0.65
H 3.006 -1.203 -2.806 0.31
H 1.667 -2.168 -3.330 0.38
H 3.012 -3.206 -0.067 0.30
H 4.805 -3.201 -2.870 0.32
C -5.032 3.495 2.363 -0.95
C -5.112 2.061 2.943 -0.21
O -5.175 1.164 1.932 -0.87
H -5.915 3.716 1.760 0.27
H -4.977 4.252 3.166 0.32
H -4.142 3.612 1.739 0.18
H -5.974 2.105 3.659 0.30
H -4.232 1.984 3.640 0.03
```

***

[3]
The following is a DFT calculation (ωB97M-V/def2-TZVPD) of a molecular structure, C28H42CdN12PS2.

For the LUMO energy, the calculation gives -1.789 eV. The calculation puts the molar mass at 754.2 g/mol. As for the frontier orbital gap: 8.423 eV. Its energy above the lowest of the compared OMol25 structures with the same formula, charge and spin is 0.120 eV. Its charge is +1. The calculation puts the HOMO energy at -10.21 eV. For the maximum force, the calculation gives 0.5 eV/Å.

```
86
Properties=species:S:1:pos:R:3:mulliken_charge:R:1
Cd 0.463 1.156 1.122 4.90
N -0.469 2.255 -1.052 -0.47
C 0.556 3.232 -1.430 -0.90
C 1.837 2.476 -1.737 -0.70
N 2.335 1.750 -0.560 -0.03
C 3.525 2.313 0.093 -0.87
C 3.157 3.155 1.304 -0.83
N 2.380 2.326 2.226 -0.74
H -1.300 2.721 -0.701 0.21
H -0.741 1.718 -1.866 0.06
H 0.274 3.842 -2.291 0.50
H 0.713 3.900 -0.583 0.26
H 1.621 1.759 -2.533 0.29
H 2.592 3.168 -2.118 0.38
H 2.497 0.788 -0.796 -0.02
H 4.162 1.493 0.422 0.36
H 4.106 2.921 -0.604 0.39
H 4.069 3.555 1.749 0.48
H 2.540 4.001 0.993 0.27
H 2.964 1.608 2.639 0.21
H 1.989 2.874 2.981 0.25
N -0.979 1.410 4.365 -0.29
C -0.022 0.461 4.413 -0.03
N 0.714 0.053 3.400 0.04
C 1.651 -0.894 3.833 -0.34
C 1.581 -1.203 5.146 -0.63
S 0.343 -0.309 5.927 -0.21
C 2.655 -1.520 2.954 0.21
C 3.477 -2.500 3.398 -0.59
S 4.611 -2.937 2.192 -0.20
C 3.893 -1.760 1.138 0.27
N 2.883 -1.107 1.643 0.13
N 4.435 -1.562 -0.110 -0.38
H -1.007 2.026 3.567 -0.09
H -1.386 1.736 5.222 0.27
H 2.190 -1.892 5.712 0.36
H 3.500 -2.979 4.367 0.36
H 5.127 -2.228 -0.408 0.30
H 3.787 -1.320 -0.833 0.07
C -2.503 -0.813 1.204 -1.84
N -1.812 0.479 1.314 0.11
C -2.546 1.522 1.491 -0.48
C -1.999 2.824 1.708 0.02
C -2.656 4.043 1.926 -0.84
C -1.655 4.993 2.135 -1.08
C -0.439 4.301 2.052 -0.86
N -0.632 2.995 1.797 0.35
C -3.465 -0.905 0.037 0.10
C -4.650 -1.622 0.145 -0.68
C -5.512 -1.733 -0.941 -0.71
C -5.202 -1.118 -2.145 -0.55
C -4.025 -0.388 -2.259 -0.75
C -3.166 -0.284 -1.174 1.25
H -3.043 -1.031 2.127 0.47
H -1.735 -1.582 1.109 0.41
H -3.634 1.437 1.511 0.35
H -3.727 4.201 1.922 0.54
H -1.781 6.049 2.332 0.46
H 0.556 4.715 2.174 0.30
H -4.903 -2.105 1.085 0.41
H -6.434 -2.296 -0.841 0.41
H -5.879 -1.198 -2.988 0.43
H -3.783 0.104 -3.197 0.42
H -2.251 0.295 -1.244 0.14
C 0.343 -4.325 -2.749 -1.00
N -0.918 -3.714 -2.340 0.18
C -1.521 -3.046 -3.495 -0.95
N -0.632 -2.061 -4.124 0.19
C 0.624 -2.717 -4.481 -1.02
N 1.279 -3.365 -3.343 0.18
C 1.742 -2.391 -2.360 -1.49
P 0.373 -1.330 -1.598 1.40
C -0.742 -2.799 -1.219 -1.26
C -0.409 -0.906 -3.260 -1.06
H 0.130 -5.092 -3.493 0.34
H 0.813 -4.795 -1.884 0.39
H -2.439 -2.548 -3.180 0.32
H -1.769 -3.805 -4.238 0.30
H 1.301 -1.979 -4.914 0.40
H 0.416 -3.479 -5.232 0.32
H 2.466 -1.733 -2.854 0.45
H 2.251 -2.923 -1.557 0.46
H -1.717 -2.425 -0.911 0.27
H -0.308 -3.336 -0.373 0.48
H 0.239 -0.192 -3.777 0.37
H -1.367 -0.414 -3.079 0.14
```

***

[4]
The following is a DFT calculation (ωB97M-V/def2-TZVPD) of a molecular structure, C28H40ClNO3PtSSe in a non-equilibrium geometry.

For the LUMO energy (alpha / beta), the calculation gives 4.316 / 4.317 eV. The calculation puts the molar mass at 780.2 g/mol. As for the frontier orbital gap (alpha / beta): 5.838 / 5.819 eV. Its energy above the lowest of the compared OMol25 structures with the same formula, charge and spin is 2.638 eV. Its charge is -2. The calculation puts the HOMO energy (alpha / beta) at -1.52 / -1.50 eV. For the maximum force, the calculation gives 1.8 eV/Å.

```
76
Properties=species:S:1:pos:R:3:mulliken_charge:R:1
Pt -0.497 3.207 2.200 1.41
C -3.058 -4.282 0.301 -2.29
C -1.739 -3.747 0.869 2.37
C -0.654 -3.949 -0.197 -1.80
C -1.398 -4.589 2.109 -1.85
C -1.801 -2.280 1.269 -0.67
C -0.655 -1.629 1.714 -0.25
C -0.714 -0.325 2.147 -0.53
Se 0.881 0.608 2.728 0.09
C 1.806 0.818 1.036 -0.10
C 2.231 -0.289 0.339 0.30
C 2.871 -0.148 -0.884 -0.93
C 2.993 1.148 -1.379 -0.48
C 2.579 2.284 -0.712 0.37
C 2.047 2.166 0.615 0.64
O 1.820 3.140 1.396 -1.10
C 2.755 3.618 -1.438 1.99
C 2.060 3.551 -2.807 -1.68
C 4.257 3.895 -1.637 -1.78
C 2.161 4.812 -0.691 -1.93
C 3.450 -1.312 -1.674 2.30
C 3.318 -2.640 -0.925 -1.92
C 2.724 -1.450 -3.019 -1.73
C 4.945 -1.070 -1.940 -1.89
C -1.944 0.397 2.283 0.86
O -1.998 1.479 2.941 -1.02
C -3.076 -0.227 1.668 0.19
C -2.974 -1.535 1.234 -0.08
C -4.402 0.496 1.437 1.81
C -4.673 0.489 -0.076 -1.46
C -4.395 1.959 1.880 -1.92
C -5.550 -0.211 2.184 -1.85
H -2.936 -5.330 0.019 0.47
H -3.357 -3.726 -0.584 0.39
H -3.851 -4.224 1.043 0.42
H -0.633 -4.984 -0.540 0.44
H 0.324 -3.703 0.206 0.29
H -0.841 -3.303 -1.051 0.38
H -1.320 -5.645 1.841 0.46
H -2.178 -4.475 2.861 0.40
H -0.460 -4.262 2.548 0.29
H 0.299 -2.138 1.732 0.49
H 2.048 -1.262 0.769 0.23
H 3.449 1.265 -2.354 0.13
H 2.480 2.776 -3.442 0.28
H 2.165 4.506 -3.324 0.49
H 1.000 3.344 -2.678 0.28
H 4.735 3.120 -2.235 0.25
H 4.753 3.933 -0.669 0.36
H 4.401 4.853 -2.138 0.48
H 1.096 4.669 -0.521 0.24
H 2.308 5.722 -1.279 0.49
H 2.638 4.926 0.276 0.37
H 2.272 -2.898 -0.785 0.16
H 3.799 -2.582 0.048 0.41
H 3.790 -3.440 -1.498 0.48
H 1.662 -1.618 -2.855 0.28
H 3.131 -2.290 -3.585 0.49
H 2.834 -0.548 -3.615 0.32
H 5.478 -0.950 -1.000 0.34
H 5.099 -0.170 -2.530 0.33
H 5.377 -1.911 -2.486 0.48
H -3.862 -2.006 0.838 0.19
H -3.848 0.973 -0.595 0.21
H -5.590 1.033 -0.306 0.46
H -4.770 -0.523 -0.462 0.28
H -3.592 2.499 1.385 0.24
H -4.241 2.039 2.950 0.40
H -5.348 2.425 1.617 0.50
H -5.668 -1.244 1.858 0.25
H -6.493 0.312 2.008 0.48
H -5.352 -0.208 3.255 0.37
O -1.898 1.751 -1.676 -0.70
S -0.819 1.780 -0.644 0.40
N -1.014 2.845 0.396 -0.40
Cl -0.436 4.281 4.233 -0.65
```